9
Properties=species:S:1:pos:R:3 method="wB97M-V/def2-TZVPD" e_above_lowest_kj_mol=331.4 total_charge=-1 gap_ha=0.2994 homo_energy_ev=-5.19
C -2.412 -1.050 0.817
C -1.326 -0.760 0.369
C 1.304 1.253 -0.030
C 0.763 -0.128 -0.532
O 2.468 1.097 0.469
O 0.659 2.292 -0.288
Br 1.780 -1.631 -0.085
H -3.454 -0.982 0.807
H 0.217 -0.090 -1.527



57
Properties=species:S:1:pos:R:3 method="wB97M-V/def2-TZVPD" multiplicity=2 e_above_lowest_kj_mol=173.1 total_charge=-2 gap_ha="0.2185 / 0.2192" homo_energy_ev="-1.59 / -1.59"
Co -0.082 0.293 0.353
C 0.423 -4.679 2.518
S 1.551 -3.371 3.082
C 0.972 -2.001 2.097
S -0.684 -1.788 1.800
N 1.965 -1.231 1.712
N 1.680 -0.205 0.928
C 2.663 0.600 0.638
C 2.455 1.606 -0.345
C 3.485 2.439 -0.818
C 3.240 3.300 -1.859
C 1.972 3.317 -2.440
C 1.001 2.501 -1.887
N 1.206 1.698 -0.859
H 0.464 -5.498 3.233
H 0.733 -5.018 1.533
H -0.576 -4.254 2.466
H 3.618 0.453 1.128
H 4.465 2.370 -0.360
H 4.019 3.956 -2.232
H 1.749 3.957 -3.282
H -0.002 2.494 -2.300
O -0.472 -1.795 -3.252
C -0.622 -1.539 -2.052
O 0.097 -0.869 -1.256
C -2.078 -1.998 -1.428
O -2.281 -3.212 -1.352
O -2.788 -0.983 -1.154
Cl 1.029 1.146 3.926
Si -0.202 1.574 2.219
Cl 0.537 3.596 1.956
Cl -1.934 2.039 3.347
C -4.601 -0.152 -2.903
C -3.202 0.434 -2.846
O -3.035 1.195 -1.660
P -2.227 0.851 -0.282
O -3.302 0.298 0.760
C -4.555 0.913 1.021
C -5.672 -0.098 0.824
O -2.326 2.444 0.186
C -2.109 3.560 -0.653
C -3.345 4.447 -0.642
H -4.803 -0.574 -3.889
H -5.337 0.628 -2.688
H -4.677 -0.936 -2.150
H -3.043 1.130 -3.679
H -2.463 -0.365 -2.912
H -4.695 1.777 0.368
H -4.529 1.256 2.056
H -5.824 -0.305 -0.233
H -6.602 0.292 1.247
H -5.413 -1.033 1.320
H -1.900 3.238 -1.675
H -1.248 4.109 -0.267
H -4.186 3.918 -1.095
H -3.155 5.365 -1.204
H -3.600 4.699 0.388



27
Properties=species:S:1:pos:R:3 method="wB97M-V/def2-TZVPD" e_above_lowest_kj_mol=144.6 gap_ha="0.2472 / 0.2533" homo_energy_ev="-8.89 / -8.56"
C -0.175 4.455 -0.756
C -1.153 -3.257 2.241
C -0.844 -2.990 -0.104
C 0.056 -1.240 1.451
C 0.023 2.997 -0.212
C -1.141 -2.186 1.178
N 2.101 1.005 -2.784
O 0.963 2.171 -0.956
P 0.683 1.913 -2.504
S -0.834 0.579 -2.700
S -2.667 -1.403 1.032
H -0.895 5.033 -0.020
H 0.705 4.922 -0.801
H -0.581 4.327 -1.796
H -1.967 -4.014 2.040
H -0.189 -3.788 2.176
H -1.139 -2.776 3.194
H -1.832 -3.581 -0.352
H 0.025 -3.625 0.063
H -0.532 -2.445 -1.049
H 0.383 -0.905 0.430
H -0.243 -0.278 2.103
H 0.880 -1.812 1.990
H -1.031 2.557 -0.215
H 0.611 2.994 0.754
H 2.110 0.029 -2.972
H 3.000 1.377 -2.874



20
Properties=species:S:1:pos:R:3 method="wB97M-V/def2-TZVPD" e_above_lowest_kj_mol=0.0 total_charge=-1 gap_ha="0.2081 / 0.2068" homo_energy_ev="-2.69 / -2.65"
C 1.953 0.391 0.126
C 1.582 -0.168 -1.125
C 1.252 -1.550 -0.916
C 1.465 -1.829 0.477
C 1.886 -0.629 1.107
Tl -0.673 -0.439 0.297
N -1.172 1.004 1.864
C -2.094 1.478 -0.357
C -1.514 0.906 -1.474
H 0.915 -2.258 -1.674
H 1.471 0.369 -2.076
H 1.270 -2.797 0.962
H 2.036 -0.497 2.194
H 2.153 1.461 0.312
H -0.677 1.398 -1.989
H -1.785 2.474 -0.012
H -1.126 1.653 2.660
H -1.917 -0.006 -1.943
H -2.998 1.049 0.094
Cl -2.025 -2.011 1.473



73
Properties=species:S:1:pos:R:3 method="wB97M-V/def2-TZVPD" multiplicity=3 total_charge=+1 gap_ha="0.2412 / 0.2312" homo_energy_ev="-10.51 / -10.50"
Ni -4.855 -5.349 16.823
O -6.006 -2.451 17.122
N -5.314 -3.532 17.796
C -5.269 -3.274 19.080
C -4.423 -3.926 20.002
C -4.462 -3.350 21.292
C -3.546 -3.731 22.235
C -2.555 -4.684 21.959
C -2.559 -5.269 20.728
C -3.472 -4.890 19.717
P -3.231 -5.691 18.157
C -1.629 -4.936 17.659
C -0.449 -5.491 18.111
C 0.720 -4.672 17.948
C 0.697 -3.435 17.342
C -0.541 -2.958 16.853
C -1.650 -3.724 16.938
C -2.949 -7.473 18.428
C -3.661 -8.116 19.427
C -3.518 -9.493 19.652
C -2.663 -10.203 18.852
C -1.990 -9.569 17.807
C -2.148 -8.200 17.562
H -6.929 -2.588 17.416
H -5.843 -2.480 19.530
H -5.153 -2.511 21.533
H -3.614 -3.414 23.288
H -1.757 -4.913 22.734
H -1.781 -5.996 20.543
H -0.386 -6.485 18.545
H 1.641 -5.057 18.441
H 1.612 -2.887 17.154
H -0.516 -2.014 16.341
H -2.590 -3.381 16.454
H -4.308 -7.519 20.022
H -4.148 -10.033 20.438
H -2.516 -11.290 18.953
H -1.368 -10.204 17.117
H -1.535 -7.714 16.815
C -5.838 -2.260 13.415
C -4.625 -2.730 14.256
C -3.710 -3.725 13.535
C -2.852 -3.224 12.524
C -2.092 -4.116 11.769
C -1.935 -5.425 12.177
C -2.726 -5.922 13.239
C -2.672 -7.398 13.594
C -3.297 -8.233 12.543
C -3.671 -5.095 13.833
N -4.575 -5.618 14.822
C -5.668 -6.206 14.346
C -6.681 -6.652 15.235
C -7.895 -7.337 15.107
C -8.373 -7.509 16.432
C -7.434 -6.955 17.289
N -6.404 -6.456 16.574
H -6.397 -1.417 13.834
H -6.579 -3.050 13.289
H -5.507 -2.059 12.420
H -4.854 -3.073 15.262
H -4.050 -1.817 14.370
H -2.817 -2.153 12.362
H -1.595 -3.762 10.850
H -1.290 -6.093 11.592
H -3.068 -7.501 14.583
H -1.632 -7.664 13.730
H -4.394 -8.357 12.586
H -2.870 -9.224 12.582
H -3.069 -7.844 11.505
H -5.778 -6.378 13.276
H -8.359 -7.679 14.172
H -9.286 -8.075 16.677
H -7.472 -6.947 18.365



87
Properties=species:S:1:pos:R:3 method="wB97M-V/def2-TZVPD" multiplicity=2 total_charge=+2 gap_ha="0.2159 / 0.0823" homo_energy_ev="-13.07 / -13.06"
Na -0.122 -0.948 3.539
Na -2.901 2.988 3.270
C -1.039 1.022 0.885
O 0.075 0.111 1.112
O -1.937 0.891 1.911
C -0.608 2.509 0.474
F -1.245 3.098 -0.587
F -0.851 3.408 1.426
F 0.788 2.638 0.136
C 0.843 -0.490 0.008
C 1.363 -1.924 0.373
H 1.845 -2.393 -0.484
H 2.023 -1.909 1.241
H 0.613 -2.659 0.667
H 1.645 0.131 -0.390
H 0.198 -0.606 -0.863
H -1.299 0.603 -0.087
C -0.440 -4.271 -1.847
C 0.723 -3.977 -2.820
O 1.233 -5.109 -3.397
O -1.760 -4.254 -2.391
H -0.460 -3.317 -1.320
H -0.274 -4.973 -1.029
H 1.595 -3.621 -2.271
H 0.501 -3.155 -3.501
H 1.172 -4.806 -4.306
H -1.927 -5.162 -2.653
C 2.322 5.375 -2.234
C 1.797 6.381 -3.296
O 0.541 6.131 -3.907
O 1.983 4.079 -2.523
H 1.810 5.753 -1.349
H 3.350 5.570 -1.930
H 2.602 6.635 -3.986
H 1.749 7.361 -2.823
H 0.616 5.188 -4.069
H 2.458 3.473 -1.950
C 3.043 5.375 2.680
C 1.961 6.517 2.680
O 1.622 6.907 1.368
O 2.529 4.114 2.198
H 3.294 5.337 3.740
H 3.970 5.610 2.157
H 2.247 7.420 3.219
H 1.089 6.163 3.228
H 2.403 6.748 0.833
H 1.570 4.159 2.214
C -6.081 0.329 -2.454
C -4.626 -0.025 -2.908
O -3.602 0.611 -2.090
O -6.053 1.736 -1.927
H -6.502 -0.252 -1.633
H -6.612 0.229 -3.401
H -4.523 0.153 -3.978
H -4.432 -1.097 -2.878
H -4.031 0.830 -1.260
H -5.765 2.202 -2.716
C 4.741 -0.869 -0.289
C 4.667 -2.334 -0.592
O 4.139 -3.096 0.520
O 5.763 -0.583 0.559
H 3.810 -0.514 0.155
H 4.732 -0.389 -1.267
H 5.642 -2.575 -1.017
H 3.992 -2.623 -1.398
H 4.606 -2.738 1.279
H 5.851 0.370 0.479
C -4.346 -3.521 1.130
C -3.732 -2.110 0.649
O -4.335 -1.021 1.326
O -3.655 -4.085 2.244
H -4.191 -4.272 0.355
H -5.433 -3.454 1.179
H -3.949 -2.044 -0.417
H -2.689 -2.150 0.964
H -3.688 -0.334 1.501
H -4.363 -3.958 2.880
C 0.898 -4.143 3.451
C -0.482 -4.474 3.081
O -1.015 -3.350 2.330
O 1.199 -3.003 4.080
H 1.422 -3.977 2.510
H 1.305 -5.015 3.963
H -1.133 -4.892 3.849
H -0.453 -5.290 2.359
H -1.930 -3.514 2.091
H 2.142 -2.876 3.951



The records above give, respectively, E_tot values of -78314.13469; -149806.69253; -40975.97671; -26121.84903; -92635.51143; -69167.16472 eV.